{
  "formula": "C14H15CdO4P",
  "method": "the ωB97M-V functional and the def2-TZVPD basis",
  "lumo_ev": -9.29,
  "charge": 2,
  "e_homo_ev": -13.9,
  "de_lowest_kcal_mol": 0.00,
  "species": ["Cd", "O", "C", "C", "O", "C", "O", "C", "O", "C", "H", "H", "C", "H", "H", "C", "P", "C", "C", "C", "C", "C", "C", "C", "H", "H", "H", "H", "H", "H", "H", "H", "H", "H", "H"],
  "positions_angstrom": [[-0.475492, 2.102000, -2.651196], [2.220016, -0.571254, -3.016245], [1.386669, 0.133791, -2.693737], [-1.793232, 2.021936, 0.213240], [-2.435054, 2.088685, 1.171357], [-1.492582, -0.299963, -2.014937], [-1.955627, -1.333120, -1.951186], [1.298716, 2.684568, -0.903047], [2.237495, 3.048351, -0.382671], [-0.810200, 3.170307, -4.604746], [0.114000, 3.713623, -4.834348], [-1.146854, 2.446596, -5.355602], [-1.767116, 3.763109, -3.739024], [-2.825836, 3.487693, -3.822663], [-1.574353, 4.749502, -3.298589], [0.869521, 0.814326, 2.160256], [0.593160, -0.181230, 0.642106], [2.367801, -0.535895, 0.486291], [0.105156, -1.730995, 1.517439], [-1.179748, -1.624643, 2.057756], [-1.707758, -2.680015, 2.786905], [-0.977052, -3.854309, 2.946639], [0.309953, -3.953773, 2.424989], [0.855755, -2.905795, 1.672236], [1.463434, 1.681460, 1.857251], [1.442298, 0.232498, 2.899425], [-0.074696, 1.128032, 2.608085], [2.735072, -0.839675, 1.473399], [2.491884, -1.340689, -0.240261], [2.859940, 0.383846, 0.165771], [-1.719603, -0.679457, 1.911319], [-2.714109, -2.561670, 3.185416], [-1.435668, -4.673255, 3.494714], [0.869855, -4.872309, 2.582616], [1.864256, -3.012278, 1.251044]],
  "forces_ev_per_a": [[0.614, -1.785, 2.099], [-2.071, 1.593, 0.997], [1.982, -1.226, -1.270], [-2.457, 0.571, 3.078], [2.452, -0.359, -3.461], [-0.996, -1.475, -0.166], [0.993, 2.040, 0.017], [1.614, 0.890, 0.509], [-1.988, -0.834, -0.913], [-2.020, 1.942, 0.109], [-0.028, -0.331, 0.416], [0.162, -0.181, 0.500], [0.944, 0.131, -2.588], [0.408, -0.393, 0.414], [0.238, -0.548, 0.317], [-0.342, 0.458, 0.053], [0.834, -1.044, 1.274], [0.015, -0.086, -0.544], [-0.575, 0.164, -0.686], [0.330, -0.217, 0.068], [-0.423, 0.344, -0.219], [-0.104, 0.252, 0.133], [-0.107, 0.031, -0.243], [-0.046, 0.155, 0.168], [-0.116, 0.137, 0.327], [-0.269, 0.160, -0.342], [0.157, 0.140, 0.074], [0.107, 0.041, -0.382], [0.439, 0.111, 0.026], [0.357, -0.237, -0.054], [-0.060, -0.506, 0.200], [0.240, -0.270, 0.064], [0.263, 0.063, -0.080], [-0.009, 0.210, -0.099], [-0.538, 0.060, 0.204]]
}